[1]
100
Properties=species:S:1:pos:R:3:forces:R:3 method="wB97M-V/def2-TZVPD" e_tot_ha=-3886.5587 gap_ev=7.296 multiplicity=1 total_charge=+3 e_lumo_ha=-0.344 e_above_lowest_kj_mol=0.00
Ta 1.025864 0.815397 0.152167 0.11 -0.18 0.01
C -0.250111 2.887207 2.927093 -0.01 -0.02 -0.01
C 1.086763 2.244393 3.059603 0.01 0.01 -0.01
N 1.733455 1.551325 2.125782 0.00 0.03 0.00
C 2.985652 1.146708 2.564098 -0.01 -0.03 0.00
C 3.267722 1.487950 3.840237 0.02 0.01 0.00
S 1.971164 2.382061 4.495947 -0.01 -0.01 0.01
C 3.825778 0.533253 1.551904 -0.02 -0.01 -0.01
C 5.114128 0.139963 1.636950 0.03 0.01 0.01
S 5.681419 -0.302442 0.093875 -0.01 -0.02 0.00
C 4.184024 0.039837 -0.613098 0.00 0.04 0.01
N 3.267903 0.448736 0.276436 0.01 -0.03 -0.01
C 4.068218 -0.062107 -2.096925 0.00 0.01 0.00
H -0.428846 3.211561 1.903814 0.00 0.00 0.00
H -0.312317 3.752577 3.584848 0.00 0.00 0.00
H -1.037351 2.187799 3.207825 0.00 0.00 0.00
H 4.168945 1.302483 4.402092 0.00 0.00 0.00
H 5.754498 0.127219 2.504294 0.00 0.01 0.00
H 4.925291 -0.603200 -2.494410 0.00 0.00 0.00
H 4.072241 0.938564 -2.532352 0.00 0.00 0.00
H 3.159664 -0.560767 -2.418797 -0.01 -0.01 0.00
O 1.513471 1.166867 -1.826330 0.04 0.04 -0.01
N 1.438265 2.359234 -2.327322 -0.03 -0.02 0.01
N 1.151448 3.209860 -1.456427 0.00 0.00 0.00
O 1.031981 2.775660 -0.195137 -0.04 0.03 -0.01
C 0.959161 4.611024 -1.733894 0.00 -0.01 -0.01
C 1.147950 5.517029 -0.701817 0.00 -0.01 0.01
C 0.980364 6.862563 -0.984204 0.00 0.00 -0.01
C 0.635865 7.269227 -2.267243 0.00 0.00 0.00
C 0.450954 6.335885 -3.280489 0.00 -0.01 -0.01
C 0.607926 4.984764 -3.023148 0.00 0.00 0.00
H 1.431948 5.184826 0.286472 0.00 0.00 0.00
H 1.128163 7.595528 -0.203528 0.00 0.00 0.00
H 0.510169 8.322044 -2.479793 0.00 0.00 0.00
H 0.178690 6.659688 -4.275282 0.00 0.00 0.00
H 0.458983 4.245928 -3.798119 0.00 0.00 0.00
C 4.146906 -3.763467 1.565214 0.00 0.00 0.00
Si 2.346155 -4.065148 1.953166 0.00 0.01 -0.01
C 1.616531 -5.368409 0.839101 0.00 0.00 0.01
C 2.047369 -4.408756 3.752656 0.01 -0.01 0.00
C 1.465613 -2.395848 1.570880 0.01 0.01 -0.02
Te 1.465763 -1.987218 -0.531389 0.00 0.08 0.03
C -0.365187 -2.865445 -1.114826 -0.02 0.02 0.04
Si -0.459845 -3.067627 -3.021739 0.01 0.02 -0.01
C -0.052014 -1.392246 -3.748639 0.00 -0.01 0.00
C -2.202564 -3.586536 -3.395568 -0.01 0.00 0.01
C 0.810541 -4.342102 -3.490945 0.00 0.00 -0.01
H 4.735623 -4.662262 1.759348 0.00 0.00 0.00
H 4.557475 -2.967670 2.192424 0.00 0.00 0.01
H 4.307584 -3.500023 0.515909 -0.01 0.00 0.00
H 2.091997 -6.329558 1.048052 0.00 0.00 0.00
H 1.780979 -5.166642 -0.223566 0.00 0.00 0.00
H 0.545510 -5.500810 1.009351 0.00 -0.01 0.00
H 2.548269 -5.334051 4.045700 0.00 0.00 0.00
H 0.984654 -4.532369 3.969425 0.00 0.00 0.00
H 2.435147 -3.612533 4.391131 0.00 0.00 0.00
H 2.014633 -1.587874 2.068397 -0.01 0.00 0.00
H 0.424744 -2.352531 1.890803 0.00 0.00 0.01
H -1.177689 -2.262942 -0.717219 0.01 -0.01 -0.01
H -0.359240 -3.838743 -0.618264 0.00 -0.01 0.00
H -0.702644 -0.610647 -3.349551 0.00 0.00 0.00
H -0.182579 -1.412004 -4.832652 0.00 0.00 0.00
H 0.986414 -1.095765 -3.567444 0.00 0.01 0.01
H -2.925567 -2.827339 -3.088240 0.01 0.00 0.00
H -2.456891 -4.524039 -2.897152 0.00 0.00 0.00
H -2.329693 -3.744981 -4.468381 0.00 0.00 0.00
H 1.823996 -4.053406 -3.198166 0.00 0.00 0.00
H 0.821808 -4.488385 -4.572968 0.00 -0.01 0.00
H 0.590640 -5.310280 -3.036173 0.00 0.00 0.00
C -4.113075 1.617789 -1.140295 -0.01 0.00 -0.01
C -3.385705 2.561082 -0.207344 0.03 -0.03 -0.01
C -4.309296 3.279670 0.746359 0.00 0.00 0.00
C -2.455871 3.501662 -0.943049 -0.01 0.02 -0.02
O -2.479514 1.733648 0.720730 -0.02 0.05 0.04
P -1.671181 0.474930 0.406857 -0.04 0.02 -0.02
O -0.771607 0.609742 -0.854540 -0.02 0.03 0.05
O -0.476659 0.416302 1.436338 0.02 0.00 -0.01
O -2.494660 -0.800860 0.352204 0.02 -0.03 -0.03
C -3.404043 -1.529798 1.364842 -0.02 0.00 0.02
C -4.122240 -0.505657 2.212224 0.02 0.01 -0.01
C -2.474667 -2.404593 2.176334 -0.01 -0.01 -0.01
C -4.335968 -2.322594 0.480554 0.01 0.00 -0.02
H -4.765396 2.206096 -1.785976 0.00 0.00 0.00
H -4.737662 0.912691 -0.592769 0.00 0.01 0.00
H -3.422410 1.069432 -1.785626 0.00 0.00 0.00
H -4.973631 3.928579 0.175399 0.00 0.00 0.00
H -3.745750 3.898478 1.443873 0.00 0.00 0.00
H -4.922717 2.576659 1.307702 0.00 0.00 0.00
H -3.052428 4.174721 -1.559678 0.01 0.01 0.00
H -1.782651 2.951574 -1.602549 0.00 0.00 0.00
H -1.879349 4.108735 -0.243514 0.00 0.00 0.00
H -3.429079 0.093058 2.805913 0.00 0.00 0.00
H -4.776510 -1.036232 2.904361 0.00 -0.01 0.00
H -4.742830 0.152396 1.607277 -0.01 0.01 -0.01
H -1.773607 -1.805273 2.759739 0.00 0.01 0.01
H -1.927852 -3.092654 1.531021 0.00 0.00 0.00
H -3.070512 -2.997192 2.871163 0.01 0.00 0.00
H -4.943862 -1.665501 -0.140560 0.00 -0.01 0.01
H -5.003805 -2.911401 1.109492 0.00 0.00 0.00
H -3.779337 -3.006477 -0.160279 0.00 0.00 0.00

---

[2]
93
Properties=species:S:1:pos:R:3:forces:R:3 method="wB97M-V/def2-TZVPD" e_tot_ha=-3141.0542 gap_ev="6.853 / 6.579" s_squared=2.013 multiplicity=3 e_lumo_ha="0.023 / 0.014" e_above_lowest_kj_mol=0.00
Mo 0.400740 -0.017125 -0.230872 -1.80 0.14 1.88
C 2.125143 -0.138660 -1.606365 0.44 -0.04 -0.52
C 1.343255 -1.327217 -1.733118 0.83 -0.26 -0.57
C 0.046963 -0.902994 -2.224214 -0.01 -0.60 0.04
Si 2.009786 -2.991030 -1.195518 -0.40 0.60 0.42
C 0.046030 0.506342 -2.348423 0.07 0.59 -0.06
C 1.343184 1.009615 -1.938553 0.82 0.14 -0.63
Si 2.009314 2.741475 -1.699440 -0.41 -0.51 0.54
H 3.165293 -0.110156 -1.280708 -0.37 -0.01 -0.09
H -0.782562 -1.562592 -2.448791 0.11 0.11 -0.07
H -0.782487 1.115727 -2.685239 0.08 -0.10 -0.06
Cl -3.886160 0.179601 1.972348 -0.85 0.06 0.62
C 3.861174 2.681987 -1.553110 0.23 -0.04 -0.20
C 1.481214 3.805351 -3.129408 0.14 0.28 -0.27
C 3.860608 -2.899211 -1.049109 0.23 0.00 -0.20
C 1.494951 -4.286973 -2.424870 0.14 -0.32 -0.22
H 2.116732 3.540322 -3.986603 -0.19 0.15 0.08
H 1.629802 4.869342 -2.903243 -0.03 -0.15 -0.14
H 0.436984 3.656144 -3.424141 0.20 0.02 0.04
H 4.178448 2.158146 -0.643980 -0.08 0.08 -0.13
H 4.268723 3.700134 -1.525453 0.00 -0.17 0.02
H 4.283178 2.163626 -2.422890 0.06 0.11 0.14
H 2.109363 -4.148004 -3.326097 -0.18 -0.13 0.11
H 0.442139 -4.219354 -2.719288 0.20 -0.01 0.04
H 1.680952 -5.294633 -2.030503 -0.03 0.12 -0.16
H 4.287735 -2.535435 -1.991750 0.06 -0.09 0.16
H 4.271034 -3.895868 -0.844876 0.00 0.17 -0.01
H 4.168298 -2.226255 -0.240188 -0.08 -0.11 -0.11
C 1.312863 3.348441 -0.051693 0.03 0.43 -0.35
C 1.306303 -3.308929 0.527845 0.04 -0.49 -0.26
P -0.301170 2.562641 0.255478 0.57 0.06 -0.11
H 1.237633 4.441442 -0.056623 0.06 -0.07 0.12
H 1.984091 3.041497 0.760518 -0.15 0.01 -0.29
P -0.304615 -2.476761 0.694746 0.56 -0.09 -0.10
H 1.978827 -2.871538 1.276693 -0.16 -0.07 -0.28
H 1.227306 -4.386847 0.707576 0.06 0.09 0.11
C -0.854344 -2.965130 2.413878 -0.33 0.18 -0.09
C -1.399522 -3.589304 -0.373461 0.27 0.32 0.10
C -1.394210 3.473761 -0.990146 0.27 -0.30 0.15
C -0.850843 3.342450 1.863123 -0.33 -0.20 -0.05
C -0.725696 2.339491 3.014597 -0.01 0.12 0.23
H -1.922186 3.565893 1.717690 0.25 -0.01 0.09
C -0.116639 4.634392 2.233198 -0.10 0.05 0.13
H 0.950883 4.439080 2.387147 -0.19 0.07 0.00
H -0.535117 4.997154 3.180175 0.12 0.01 -0.10
H -0.226562 5.437389 1.496944 0.10 -0.24 0.14
H -1.374058 1.460864 2.881667 0.30 0.21 0.01
H -1.027685 2.843744 3.946270 0.06 -0.24 -0.17
H 0.322003 2.023424 3.127161 -0.33 -0.05 -0.02
H -0.977656 3.203696 -1.972254 -0.12 0.02 0.26
C -1.348650 5.003489 -0.864935 -0.25 0.10 -0.19
C -2.848762 2.984387 -0.931222 -0.15 0.15 -0.14
H -0.353025 5.453158 -0.952706 -0.13 -0.29 0.06
H -1.793796 5.339437 0.078205 0.02 -0.06 -0.18
H -1.948539 5.429256 -1.680963 0.05 -0.02 0.17
H -2.985538 1.954991 -1.281962 0.22 0.22 0.08
H -3.473511 3.625587 -1.567765 0.09 -0.11 0.11
H -3.258900 3.050362 0.084382 0.04 -0.02 -0.14
H -0.983462 -3.492401 -1.387704 -0.12 0.02 0.26
C -2.854168 -3.097389 -0.398923 -0.15 -0.18 -0.11
C -1.354718 -5.074936 0.014052 -0.25 -0.13 -0.17
H -0.359966 -5.534796 0.002934 -0.13 0.30 0.00
H -1.957581 -5.634593 -0.714242 0.05 0.05 0.16
H -1.796968 -5.242846 1.002380 0.01 0.03 -0.19
H -2.992915 -2.140640 -0.915450 0.23 -0.21 0.12
H -3.264770 -2.994876 0.613409 0.04 0.00 -0.14
H -3.476877 -3.836623 -0.920860 0.09 0.13 0.09
C -0.731503 -1.776722 3.372721 -0.02 -0.07 0.25
C -0.120251 -4.172822 3.004091 -0.10 -0.03 0.14
H -1.925398 -3.211489 2.308503 0.25 0.03 0.09
H 0.947292 -3.954024 3.122860 -0.19 -0.07 0.01
H -0.229444 -5.091298 2.417908 0.10 0.26 0.10
H -0.539237 -4.366376 3.999498 0.12 -0.02 -0.10
H 0.316090 -1.447191 3.434583 -0.32 0.05 -0.04
H -1.038536 -2.109928 4.376681 0.06 0.20 -0.20
H -1.376921 -0.933768 3.085282 0.30 -0.21 0.04
C -2.717428 0.061663 0.685316 1.05 -0.03 -0.27
H -3.190847 -0.020158 -0.292461 -0.08 0.01 0.19
H -2.080843 -0.820074 0.869467 -0.49 0.60 -0.15
H -2.071217 0.955287 0.715405 -0.49 -0.61 -0.04
O 2.497115 -0.985479 2.182752 0.17 0.94 -0.34
B 1.949729 0.121572 1.426946 -0.36 -0.02 -0.14
O 2.479515 1.337304 2.004553 0.22 -0.97 -0.16
C 3.242225 0.956076 3.071356 -0.08 -0.04 0.78
C 3.766312 1.769631 4.067754 0.05 -0.46 -0.16
C 4.299151 1.124474 5.194588 0.10 0.19 -0.21
C 4.307190 -0.265114 5.301624 0.14 -0.21 -0.10
C 3.784525 -1.082116 4.289129 -0.03 0.51 -0.38
C 3.250782 -0.435780 3.177589 0.00 0.11 0.90
H 3.737539 2.850394 3.961829 -0.01 -0.15 0.13
H 4.729110 1.719936 5.998786 -0.13 -0.12 -0.18
H 4.743291 -0.724003 6.188906 -0.14 0.09 -0.21
H 3.767060 -2.165617 4.347373 0.00 0.13 0.12